Here is a single C4H8ClN molecule at a distorted geometry from OMol25. Energies are from ωB97M-V with the def2-TZVPD basis set.

Each line ends with the Löwdin charge.
CARTESIAN COORDINATES (ANGSTROEM)
1 C -1.186 -0.568 -1.538  -0.0712
2 C -0.470 -1.020 -0.261  -0.4225
3 N 0.872 -1.614 -0.468  -0.0018
4 C 1.488 -0.512 0.450  -0.1664
5 C 0.095 -0.020 0.777  -0.6219
6 Cl -0.318 1.744 0.608  0.5445
7 H -1.199 -1.390 -2.208  0.0595
8 H -0.668 0.323 -1.959  0.0819
9 H -2.244 -0.411 -1.342  0.0754
10 H -1.143 -1.744 0.245  0.1326
11 H 1.159 -1.462 -1.435  0.0876
12 H 2.173 0.209 -0.032  0.1121
13 H 1.988 -0.954 1.307  0.0973
14 H -0.310 -0.208 1.793  0.0930

Forces on atoms 1 to 6 (eV/Å):
0.639 0.935 1.150
-1.004 -0.441 0.039
0.897 1.427 0.554
0.094 -0.867 -0.742
-1.567 0.456 0.580
0.391 -0.455 -0.347

Energy relative to the best compared isomer or geometry (same formula, charge and spin) = 12.22 kcal/mol
Total charge = 0
E_HOMO = -9.38 eV
Energy = -672.1173 a.u.
LUMO level = 1.01 eV
SMILES string = C[C@H]1NC[C@H]1Cl
F_max = 1.774 eV/Å
Multiplicity = 1
Kohn-Sham gap = 10.39 eV


Here is a molecular structure, C20H44Cl26GaNO2P at a distorted geometry from OMol25. Energies are from ωB97M-V with the def2-TZVPD basis set.

Each line ends with the Löwdin charge.
CARTESIAN COORDINATES (ANGSTROEM)
1 C 3.821 -2.880 0.319  -0.0508
2 C 4.353 -2.272 1.782  -0.2916
3 O 4.472 -3.135 2.802  -0.0218
4 O 4.599 -0.822 1.834  -0.1799
5 C 3.324 -0.108 2.175  -0.1458
6 C 3.127 1.071 1.053  -0.1857
7 C 1.676 1.832 1.088  -0.2232
8 C 0.469 1.041 0.282  -0.2831
9 C -0.672 0.664 1.416  -0.3791
10 Ga -2.530 0.171 0.603  0.1207
11 P -3.058 -2.107 0.965  0.4568
12 N -4.119 -2.258 2.218  -0.5307
13 H 4.694 -2.946 -0.468  0.0673
14 H 3.269 -3.903 0.507  0.0962
15 H 2.999 -2.099 -0.045  0.0637
16 H 3.504 0.419 3.218  0.1465
17 H 2.473 -0.916 2.196  0.1415
18 H 3.954 1.899 1.285  0.1171
19 H 3.419 0.637 -0.010  0.0549
20 H 1.331 2.150 2.181  0.1155
21 H 1.829 2.865 0.509  0.1077
22 H 0.838 0.122 -0.350  0.0990
23 H -0.046 1.833 -0.447  0.1014
24 H -0.859 1.672 2.028  0.0253
25 H -0.338 -0.157 2.181  0.0418
26 H -3.729 0.992 1.342  -0.1302
27 H -2.637 0.591 -0.960  -0.1054
28 H -3.644 -2.576 -0.267  -0.1113
29 H -1.798 -2.793 1.291  -0.0527
30 H -3.625 -2.862 2.932  -0.0726
31 C -7.091 0.940 0.872  -1.0205
32 Cl -7.300 1.897 2.344  0.5147
33 Cl -5.916 -0.357 1.117  0.5230
34 H -8.052 0.501 0.594  0.0293
35 H -6.738 1.593 0.070  -0.0982
36 C 5.367 -1.172 -3.288  -1.0372
37 Cl 4.123 -0.730 -2.113  0.5755
38 Cl 5.004 -0.500 -4.882  0.5038
39 H 6.330 -0.784 -2.950  0.0261
40 H 5.414 -2.261 -3.364  -0.0999
41 C 7.593 0.397 1.499  -1.0174
42 Cl 8.377 0.532 -0.079  0.4968
43 Cl 7.541 1.961 2.320  0.5048
44 H 6.572 0.034 1.359  -0.0030
45 H 8.155 -0.310 2.116  0.0336
46 C 3.147 -5.116 -2.804  -0.9962
47 Cl 1.721 -4.076 -2.903  0.5210
48 Cl 4.582 -4.288 -3.420  0.5754
49 H 3.315 -5.389 -1.759  0.0213
50 H 2.973 -6.016 -3.398  0.0300
51 C -7.302 0.959 5.763  -1.0235
52 Cl -6.496 1.797 7.095  0.5576
53 Cl -8.788 0.174 6.313  0.5058
54 H -7.550 1.684 4.984  -0.0285
55 H -6.627 0.200 5.360  -0.0284
56 C -11.988 0.743 4.430  -1.0360
57 Cl -13.415 1.783 4.330  0.4890
58 Cl -10.553 1.571 3.813  0.4867
59 H -11.820 0.470 5.474  0.0137
60 H -12.162 -0.157 3.836  0.0311
61 C -4.417 2.733 4.447  -1.0849
62 Cl -2.696 2.369 4.271  0.5081
63 Cl -4.764 4.404 3.984  0.4833
64 H -4.990 2.060 3.806  -0.0426
65 H -4.706 2.586 5.491  -0.0433
66 C 12.078 -0.742 0.382  -1.0454
67 Cl 12.893 -0.160 1.839  0.4945
68 Cl 12.705 -2.320 -0.110  0.4929
69 H 11.008 -0.832 0.585  -0.0077
70 H 12.241 -0.026 -0.427  0.0296
71 C 6.882 0.105 -8.558  -1.0219
72 Cl 5.130 0.333 -8.530  0.5093
73 Cl 7.328 -1.270 -9.576  0.5005
74 H 7.352 1.008 -8.955  0.0297
75 H 7.234 -0.077 -7.540  0.0208
76 C 3.185 1.381 -11.685  -1.0443
77 Cl 2.818 0.110 -12.857  0.4939
78 Cl 3.557 2.906 -12.497  0.4913
79 H 2.319 1.526 -11.034  0.0315
80 H 4.048 1.076 -11.087  -0.0218
81 C -3.940 -0.650 6.502  -1.0187
82 Cl -4.549 -2.124 7.263  0.4975
83 Cl -4.332 -0.614 4.779  0.5766
84 H -4.397 0.216 6.988  -0.0305
85 H -2.855 -0.610 6.621  0.0313
86 C -5.784 4.421 -0.764  -0.9792
87 Cl -7.140 3.376 -1.205  0.5600
88 Cl -4.839 3.714 0.553  0.5242
89 H -5.138 4.552 -1.635  0.0294
90 H -6.172 5.391 -0.443  0.0286
91 C -3.096 -1.296 -3.492  -1.0212
92 Cl -4.576 -2.254 -3.372  0.4861
93 Cl -1.872 -1.868 -2.352  0.4662
94 H -2.701 -1.377 -4.508  0.0222
95 H -3.329 -0.252 -3.270  0.0121

Forces on atoms 1 to 6 (eV/Å):
-0.663 1.172 0.917
-0.028 -4.140 3.215
-0.402 6.134 -6.043
-1.350 -3.311 0.377
-0.346 1.054 -0.195
0.653 0.436 0.468

Total charge = -1
E_HOMO = -4.14 eV
Energy = -15224.5821 a.u.
LUMO level = 1.36 eV
F_max = 8.621 eV/Å
Multiplicity = 1
Kohn-Sham gap = 5.50 eV


Here is a molecular structure, C12H17Cl2N4O3PSYb at a distorted geometry from OMol25. Energies are from ωB97M-V with the def2-TZVPD basis set.

Each line ends with the Löwdin spin population.
CARTESIAN COORDINATES (ANGSTROEM)
1 Yb 0.803 -0.534 0.177  1.0062
2 N -1.373 -3.552 -2.682  0.0001
3 C -0.666 -2.866 -1.758  0.0001
4 S 0.653 -1.934 -2.292  -0.0013
5 N -1.149 -3.152 -0.501  0.0004
6 N -0.548 -2.484 0.495  -0.0002
7 C -1.261 -2.307 1.582  -0.0004
8 C -0.795 -1.524 2.644  0.0001
9 C -1.419 -1.677 3.941  -0.0001
10 C -0.982 -0.897 4.977  0.0000
11 C -0.045 0.131 4.758  -0.0001
12 C 0.551 0.220 3.510  0.0000
13 N 0.212 -0.625 2.487  -0.0013
14 H -1.152 -3.494 -3.671  0.0000
15 H -2.048 -4.183 -2.333  0.0000
16 H -2.331 -2.520 1.651  0.0000
17 H -2.104 -2.565 4.042  0.0000
18 H -1.442 -1.067 5.990  0.0000
19 H 0.249 0.786 5.575  0.0000
20 H 1.379 0.915 3.294  0.0000
21 Cl 2.536 1.674 0.723  -0.0008
22 C 4.067 0.552 0.001  0.0000
23 Cl 3.957 0.531 -1.870  0.0000
24 C 3.812 -0.709 0.850  -0.0001
25 O 4.252 -0.735 1.998  -0.0003
26 O 2.885 -1.403 0.348  -0.0010
27 H 4.938 1.160 0.327  0.0000
28 C 0.664 2.854 -2.123  0.0000
29 P -0.923 1.927 -2.017  -0.0001
30 C -2.194 3.199 -1.951  0.0000
31 C -1.312 1.040 -3.553  0.0000
32 O -0.719 1.058 -0.769  -0.0010
33 H 0.562 3.784 -2.716  0.0000
34 H 1.530 2.233 -2.431  0.0000
35 H 0.805 3.169 -1.079  0.0000
36 H -1.776 4.092 -2.524  0.0000
37 H -2.354 3.487 -0.888  0.0000
38 H -3.103 2.849 -2.456  0.0000
39 H -1.304 1.761 -4.379  0.0000
40 H -2.293 0.555 -3.556  0.0000
41 H -0.565 0.252 -3.821  0.0000

Forces on atoms 1 to 6 (eV/Å):
0.417 -0.591 -1.097
0.991 1.000 -0.422
-1.075 -1.719 0.943
0.243 0.877 0.949
0.599 0.885 -1.066
-0.911 0.939 0.278

Energy relative to the best compared isomer or geometry (same formula, charge and spin) = 19.00 kcal/mol
Total charge = +1
⟨S²⟩ = 0.751
E_HOMO (spin up / spin down) = -10.96 / -10.96 eV
Energy = -3730.7640 a.u.
LUMO level (spin up / spin down) = -3.84 / -4.05 eV
F_max = 4.203 eV/Å
Multiplicity = 2
Kohn-Sham gap (spin up / spin down) = 7.12 / 6.91 eV